This record from the OMol25 dataset describes C5H10O3Pt as an isolated structure at a distorted geometry. The level of theory is ωB97M-V/def2-TZVPD.

As for the net charge: +1. For the electronic energy, the calculation gives -540.98886 hartree. The calculation puts the HOMO energy (alpha / beta) at -11.79 / -13.11 eV. Its spin multiplicity is 4. The value obtained for the LUMO energy (alpha / beta) is -5.003 / -6.986 eV.

XYZ file:
```
19
C5H10O3Pt | the OMol25 dataset | ωB97M-V/def2-TZVPD
C 3.23 -1.72 -0.38
O 3.27 -0.36 -0.01
C 2.48 0.54 -0.76
H 3.36 -2.30 0.54
H 2.29 -2.03 -0.87
H 4.05 -1.93 -1.10
H 2.44 1.56 -0.35
H 1.77 0.09 -1.49
Pt 4.39 0.71 -1.71
O -3.35 -0.52 1.25
C -2.27 -0.03 1.47
C -1.41 0.59 0.38
O -0.20 1.11 0.88
C 0.84 0.23 0.98
H -1.85 0.02 2.50
H -1.98 1.43 -0.06
H -1.25 -0.15 -0.42
H 1.55 0.54 1.75
H 0.57 -0.84 1.00
```